Entry a
The following is a DFT calculation (wB97M-V/def2-TZVPD) of the molecule C5H5NO.

Summary:
- HOMO level (Eh) = -0.354
- HOMO-LUMO gap (eV) = 8.5
- SMILES = CC1=CC(=O)C=N1
- molar mass (Da) = 95.10

Positions of all 12 atoms, in Å:
O (-3.00890, -0.39427, 0.00835)
N (-0.03752, 1.27697, -0.15278)
C (-1.84638, -0.14239, -0.02784)
C (-0.60371, -1.02153, -0.10514)
C (0.45458, -0.10425, -0.16810)
C (1.92095, -0.21446, 0.05224)
C (-1.28623, 1.21884, -0.02696)
H (2.30998, -1.28914, 0.06621)
H (2.64429, 0.31671, -0.68365)
H (-0.67712, -2.06756, -0.17852)
H (2.10216, 0.30225, 1.05771)
H (-1.97209, 2.11885, 0.15848)



Entry b
The following is a DFT calculation (wB97M-V/def2-TZVPD) of a cluster of 2 separate species, C5H5NO in total.

Summary:
- HOMO level (spin up / spin down) (Eh) = -0.330 / -0.330
- HOMO-LUMO gap (spin up / spin down) (eV) = 8.7 / 8.7
- SMILES = O=C1C2=C[C@@H]12.C=N
- molar mass (Da) = 95.10

Positions of all 12 atoms, in Å:
O (0.37349, 0.23945, 1.93630)
N (-1.72828, 0.33005, -0.07384)
C (2.57596, 0.58442, 0.73735)
C (1.23529, 0.04217, -0.43784)
C (-2.67102, -0.45761, -0.37928)
C (1.11316, 0.20485, 1.00027)
C (2.69835, -0.09184, -0.41748)
H (-1.60423, 0.38555, 0.93983)
H (-2.89076, -0.63392, -1.43506)
H (0.68920, 0.71214, -1.10626)
H (-3.29985, -0.99111, 0.34364)
H (3.50869, -0.32415, -1.10763)



Entry c
The following is a DFT calculation (wB97M-V/def2-TZVPD) of the molecule C5H5NO.

Summary:
- HOMO level (Eh) = -0.360
- HOMO-LUMO gap (eV) = 9.7
- SMILES = C#CC(=O)[C@H]1CN1
- molar mass (Da) = 95.10

Positions of all 12 atoms, in Å:
O (1.09497, 2.24264, -0.37232)
N (-1.73952, 0.24786, 0.63572)
C (2.15973, -0.94466, 0.19761)
C (1.42504, 0.01405, 0.22146)
C (-0.82674, 0.72030, -0.41226)
C (0.59386, 1.16847, -0.14664)
C (-0.91361, -0.72172, -0.04399)
H (-0.07286, -1.00426, 0.61089)
H (-1.35075, 1.19015, -1.24976)
H (-1.36396, 0.40130, 1.56872)
H (-1.28850, -1.49557, -0.70661)
H (2.38849, -1.98358, 0.15041)



Q: Which of them is the least stable? A: entry b.



Entry a
The following is a DFT calculation (wB97M-V/def2-TZVPD) of a structure of composition C5H5NO.

Summary:
- HOMO level (spin up / spin down) (Eh) = -0.289 / -0.289
- HOMO-LUMO gap (spin up / spin down) (eV) = 7.8 / 7.8
- molar mass (Da) = 95.10

Positions of all 12 atoms, in Å:
O (-0.73385, -0.66382, 0.85968)
N (2.52686, -1.80756, 0.20501)
C (1.56785, -1.17281, 0.10150)
C (0.37608, -0.34537, -0.02228)
C (-0.74088, -0.71832, -0.89421)
C (0.32625, 1.14381, 0.21866)
C (-1.16821, 0.90500, 0.43336)
H (0.93045, 1.42904, 1.09111)
H (-0.90635, -1.78983, -0.98076)
H (-1.17269, -0.10440, -1.67544)
H (-1.59543, 1.35553, 1.33363)
H (0.59314, 1.75426, -0.65088)



Entry b
The following is a DFT calculation (wB97M-V/def2-TZVPD) of the molecule C5H5NO.

Summary:
- HOMO level (Eh) = -0.378
- HOMO-LUMO gap (eV) = 11.0
- SMILES = N#C[C@@H]1C[C@@H]1C=O
- molar mass (Da) = 95.10

Positions of all 12 atoms, in Å:
O (2.47064, -0.32205, -1.02589)
N (-0.67565, 2.53114, -0.77618)
C (1.56038, 0.05243, -0.32744)
C (0.31027, -0.74191, -0.14941)
C (-0.56477, -0.52707, 1.05413)
C (-1.01211, -0.00045, -0.27618)
C (-0.89026, 1.42074, -0.55207)
H (0.36123, -1.72805, -0.59353)
H (-1.08992, -1.39766, 1.43460)
H (-1.82386, -0.50872, -0.78691)
H (1.60102, 1.02382, 0.21116)
H (-0.26072, 0.19401, 1.80772)



Q: Which of them is the least stable? A: entry a.



Entry a
The following is a DFT calculation (wB97M-V/def2-TZVPD) of the molecule C5H5NO.

Summary:
- HOMO level (Eh) = -0.334
- HOMO-LUMO gap (eV) = 9.6
- molar mass (Da) = 95.10

Positions of all 12 atoms, in Å:
O (1.25132, -0.56774, 0.79933)
N (1.46574, 2.10311, -1.37382)
C (1.15699, 1.04797, -1.01212)
C (0.77017, -0.30894, -0.58430)
C (0.33716, -0.38518, 1.72719)
C (-0.86220, 0.17445, 0.98473)
C (-0.71502, -0.52078, -0.36691)
H (-1.38604, -0.24167, -1.17740)
H (-1.82995, 0.07157, 1.47741)
H (-0.62978, 1.25389, 0.93090)
H (1.26457, -1.03275, -1.23163)
H (-0.82298, -1.59395, -0.17338)



Entry b
The following is a DFT calculation (wB97M-V/def2-TZVPD) of a structure of composition C5H5NO.

Summary:
- HOMO level (Eh) = -0.345
- HOMO-LUMO gap (eV) = 10.1
- molar mass (Da) = 95.10

Positions of all 12 atoms, in Å:
O (-1.47138, 0.30131, -0.08625)
N (2.35815, -1.30212, 1.28123)
C (1.49791, -1.01018, 0.56613)
C (0.14270, 2.00653, -0.25729)
C (-1.03861, -1.04646, 0.14705)
C (0.38871, -0.67395, -0.31490)
C (-0.18182, 0.73148, -0.25673)
H (-1.09656, -1.29657, 1.21015)
H (-1.58565, -1.75041, -0.47713)
H (1.13775, 2.43041, -0.33366)
H (-0.74744, 2.60262, -0.13794)
H (0.59623, -0.99267, -1.34065)



Entry c
The following is a DFT calculation (wB97M-V/def2-TZVPD) of the molecule C5H5NO.

Summary:
- HOMO level (Eh) = -0.409
- HOMO-LUMO gap (eV) = 10.0
- molar mass (Da) = 95.10

Positions of all 12 atoms, in Å:
O (-1.91619, 0.31425, 0.60709)
N (2.42455, -1.63014, 0.19111)
C (0.69299, 1.84039, 0.10787)
C (1.47123, -1.04408, -0.10080)
C (0.22032, -0.34309, -0.41480)
C (0.48288, 1.09729, -0.93418)
C (-0.78866, -0.49312, 0.76937)
H (-0.29003, -0.32636, 1.73389)
H (-1.64346, 1.22964, 0.75981)
H (-0.24107, -0.82590, -1.27524)
H (-1.13816, -1.52885, 0.74814)
H (0.42971, 1.31686, -2.00005)



Entry d
The following is a DFT calculation (wB97M-V/def2-TZVPD) of a cluster of 2 separate species, C5H5NO in total.

Summary:
- HOMO level (Eh) = -0.325
- HOMO-LUMO gap (eV) = 8.6
- molar mass (Da) = 95.10

Positions of all 12 atoms, in Å:
O (0.18695, -1.04272, 2.09958)
N (0.88442, -1.51468, -0.86207)
C (1.40685, -0.20414, -1.04498)
C (-1.23701, 0.86151, 1.42289)
C (-0.46925, -0.17940, 1.65359)
C (-0.07621, -0.66065, -0.92299)
C (-1.79149, 1.40328, 0.34323)
H (1.80463, 0.04500, -2.02600)
H (-2.46171, 2.25927, 0.38979)
H (1.87599, 0.28853, -0.19311)
H (1.08281, -2.42623, -0.47372)
H (-1.57481, 0.96958, -0.63688)



Q: Which of them is the least stable? A: entry d.